18
Properties=species:S:1:pos:R:3:forces:R:3 method="wB97M-V/def2-TZVPD" homo_ev=-8.73 homo_lumo_gap_ha=0.192 de_lowest_kj_mol=505.58
S 2.980831 -3.330835 -0.552037 0.3 1.5 -1.3
S 1.574585 -0.739418 -1.966691 2.0 -1.7 1.5
C 0.861519 -1.028331 -0.290316 -1.2 1.6 -1.9
C -0.043946 0.165107 -0.151140 -2.0 2.0 0.6
C 0.777804 1.465191 0.005973 0.3 1.0 -1.6
N -1.076905 0.032170 0.905765 2.5 0.5 -0.3
C -2.158884 0.950500 0.704814 -1.0 0.3 -0.6
H 1.675561 -3.308564 -0.486074 -0.8 -0.4 0.2
H 0.319879 -1.866264 -0.685920 -0.6 -0.9 1.6
H 1.437822 -1.003636 0.624296 0.8 -0.9 -0.3
H -0.685828 0.421062 -1.018970 0.6 -0.9 -0.6
H 0.794044 1.965553 0.959458 0.1 -0.5 0.8
H 1.804819 1.296418 -0.396206 -0.6 0.3 0.6
H 0.349555 2.270134 -0.651859 0.3 -0.8 0.3
H -1.147161 -0.931808 1.182313 -1.1 0.1 0.1
H -2.926880 0.796950 1.467085 0.2 0.4 0.1
H -1.861588 2.050783 0.616327 0.0 -1.5 0.8
H -2.675226 0.794987 -0.266819 0.1 -0.2 0.1

---

102
Properties=species:S:1:pos:R:3:forces:R:3 method="wB97M-V/def2-TZVPD" total_charge=+2 homo_ev=-9.90 homo_lumo_gap_ha=0.135 de_lowest_kj_mol=264.38
N 15.635448 8.118464 15.184151 -0.3 -2.1 4.0
S 14.566903 8.400691 14.165880 -4.7 2.7 -6.5
O 13.649629 9.463262 14.594783 2.1 -2.5 -0.7
O 14.106912 7.248446 13.359484 1.0 2.7 2.0
F 15.576390 9.195275 13.161153 -0.3 -0.3 0.2
S 14.822861 6.998394 16.112505 0.8 -4.6 3.1
O 15.447465 5.691368 15.869683 -1.4 3.0 0.8
O 13.347916 7.029188 16.186995 3.7 0.7 -0.4
F 15.370562 7.480499 17.571065 -1.0 -0.3 -2.3
C 11.421922 6.123632 11.919985 -0.5 -0.2 -0.5
C 10.033699 6.163975 11.261038 -0.4 -0.4 -1.3
O 9.564844 5.508165 10.374685 1.2 0.5 1.2
N 9.074955 7.233013 11.813967 0.6 0.2 -1.6
H 8.384323 6.800328 12.410561 -0.2 -0.2 0.3
H 9.639070 7.869480 12.358739 0.5 1.4 1.2
C 8.323214 7.991180 10.725244 -0.5 -0.2 -0.4
H 12.042936 7.013010 11.813028 -0.7 0.5 0.0
H 12.038243 5.346522 11.467930 -0.5 -0.4 0.1
H 11.276123 5.961521 12.987954 0.2 -0.1 0.0
H 8.904570 8.591233 10.025194 0.8 0.0 0.8
H 7.610656 8.650589 11.220744 0.0 -0.2 0.0
H 7.850221 7.276310 10.051931 -0.3 -0.2 0.6
C 17.452069 5.509061 18.376693 -1.7 -1.3 -0.3
C 17.660025 4.200795 17.590136 5.0 1.0 -2.2
O 18.611377 4.166894 16.752549 -4.7 -0.8 3.3
N 16.906843 2.901173 17.969479 2.2 2.1 0.3
H 16.042518 3.164438 18.420841 -0.1 -0.1 0.8
H 16.589460 2.559752 17.073489 -0.2 -1.1 -2.1
C 17.830475 1.903107 18.738590 -1.7 0.2 -0.6
H 16.417660 5.579613 18.713026 -0.1 0.0 0.1
H 17.593394 6.355837 17.705056 0.5 -0.3 0.2
H 18.019660 5.559433 19.305888 0.4 -0.1 -0.2
H 18.809655 1.878101 18.260394 -0.3 0.1 0.0
H 17.249718 0.991251 18.599473 0.6 -0.3 0.2
H 17.848693 2.157020 19.798454 0.1 0.2 -0.2
C 13.463196 12.071140 16.868429 1.4 -0.3 0.9
C 14.212097 10.862925 17.411386 -4.0 -2.7 2.3
O 13.672233 10.064376 18.203130 3.2 2.7 -3.1
N 15.603574 10.543660 16.861874 -0.6 -0.8 1.6
H 15.537852 9.637417 16.420834 -0.4 -0.5 -0.3
H 15.787996 11.176029 16.096245 0.6 0.7 0.2
C 16.663617 10.346798 17.958352 0.4 1.5 0.2
H 12.620031 12.149619 17.554747 -0.1 0.2 -0.5
H 13.189369 12.020351 15.814608 -0.2 -0.4 0.0
H 14.132503 12.925025 16.973329 -0.1 0.4 0.1
H 16.555269 11.140839 18.697166 0.0 0.2 -0.2
H 17.627846 10.470929 17.465444 0.0 -0.2 0.2
H 16.586345 9.451622 18.575432 -0.5 -0.4 -0.6
C 15.233925 8.501640 9.523905 2.1 0.6 -0.1
C 15.140507 7.063107 9.139038 -3.6 -0.1 -1.1
O 14.180287 6.697135 8.500654 2.3 -0.5 1.0
N 16.085659 5.997839 9.728749 -1.2 0.8 -0.1
H 16.314852 5.288159 9.047639 -1.0 -0.7 -0.7
H 17.024435 6.356991 9.827726 0.3 0.7 1.3
C 15.436105 5.331942 10.966591 1.4 -0.6 0.5
H 14.924119 9.170443 8.720887 -0.5 -0.6 -0.2
H 16.289012 8.758562 9.618202 0.2 0.2 0.6
H 14.692352 8.806684 10.419305 0.0 -0.5 0.1
H 14.417748 4.974802 10.813318 0.3 0.2 -0.8
H 15.457224 5.928226 11.878790 0.2 0.5 -0.5
H 16.122650 4.504381 11.145189 -0.4 -0.3 0.3
C 19.017764 9.341260 12.203953 0.5 -0.4 -0.3
C 18.270649 8.224325 12.853732 -0.8 -2.8 -2.2
O 17.831815 7.225813 12.284056 1.0 2.8 2.1
N 18.088930 8.350220 14.347057 1.2 -0.7 -0.4
H 18.067956 9.333132 14.578476 0.8 0.5 0.2
H 17.145377 8.093538 14.599876 -1.0 -1.0 0.0
C 19.071408 7.558913 15.226523 0.6 0.8 0.1
H 18.478149 10.287055 12.252837 0.2 0.1 0.2
H 19.264883 9.110783 11.167651 -0.7 -0.2 -0.1
H 20.027166 9.391611 12.612196 -0.1 0.5 0.7
H 18.935753 7.855464 16.266590 -0.1 0.4 -0.1
H 20.056734 7.883797 14.892345 0.1 -0.3 0.2
H 18.981511 6.472909 15.251294 -0.5 0.1 -0.9
C 8.431547 8.344021 16.541743 1.2 -0.7 -0.1
C 9.844074 8.318408 17.185509 -1.1 2.0 1.4
O 10.282309 9.160965 17.921534 -0.2 -2.4 -1.8
N 10.699684 7.041896 16.809302 -0.6 -0.6 0.4
H 10.202650 6.622269 16.036657 -0.1 -0.1 -0.4
H 11.629729 7.242843 16.470575 0.5 0.7 0.0
C 10.761182 6.006803 17.885707 -0.9 -0.5 1.9
H 8.572601 8.759496 15.543954 0.0 1.0 0.0
H 7.718138 8.886444 17.162180 0.4 0.2 -0.2
H 8.003040 7.381093 16.263784 0.2 -0.5 0.7
H 11.155283 6.368766 18.835323 0.1 0.7 -0.3
H 11.283501 5.057666 17.765599 0.4 0.4 -1.3
H 9.744686 5.687191 18.115219 -0.2 0.3 -0.1
O 11.513993 10.934476 14.339012 0.8 -0.8 0.5
C 10.451842 10.166114 13.998820 -3.6 3.4 -0.2
O 10.630425 9.050748 13.500806 1.4 -3.6 -0.8
O 9.356915 10.712835 14.135945 -0.4 -0.3 0.3
H 12.122916 10.202588 14.462062 1.0 0.5 -0.1
O 15.689052 7.690865 20.377254 -1.4 -0.7 -2.1
C 16.245060 8.030214 21.533424 3.9 4.3 5.2
O 16.618500 9.219952 21.746163 -0.6 -0.3 -2.2
O 16.387199 7.161179 22.412648 -0.9 -1.8 -0.8
H 15.240388 6.989157 20.854642 -0.9 -1.5 -0.9
O 16.503984 3.876387 13.850959 -0.1 2.9 -0.6
C 16.329986 2.594349 14.099100 1.1 -4.3 0.6
O 16.630125 1.750203 13.288949 0.2 0.0 -2.5
O 15.982356 2.275880 15.260570 -1.0 1.2 3.2
H 16.198277 4.227162 14.690665 0.0 0.7 0.1

---

89
Properties=species:S:1:pos:R:3:forces:R:3 method="wB97M-V/def2-TZVPD" total_charge=-2 homo_ev="-0.27 / -1.24" spin_multiplicity=4 homo_lumo_gap_ha="0.161 / 0.196" s_squared=3.8063
Tc 0.898083 -0.838299 0.292373 -0.4 -0.3 1.3
C 2.853409 1.108194 -2.612514 0.1 0.1 0.0
C 3.475934 1.982859 -1.517769 -0.2 -0.2 0.2
C 2.393853 2.755581 -0.755363 0.1 0.1 0.0
C 4.376469 1.183289 -0.589367 0.1 -0.1 -0.1
C 5.668005 1.641033 -0.393959 0.0 0.0 0.0
C 6.594429 0.938402 0.365335 0.1 0.0 0.0
C 6.224041 -0.311672 0.844062 0.1 0.1 0.1
C 4.946535 -0.822949 0.691376 0.0 0.0 -0.1
C 4.693133 -2.244862 1.161535 -0.2 0.1 0.0
C 4.047712 -3.107715 0.068337 0.1 0.0 0.2
C 3.869855 -2.308492 2.452781 0.1 -0.1 -0.1
C 3.927860 -0.016912 0.071252 0.2 0.4 0.0
N 2.632011 -0.322197 0.121070 0.7 0.1 -0.5
H 2.299245 1.720698 -3.330272 0.0 0.0 0.0
H 2.169252 0.383295 -2.177253 0.0 0.0 0.0
H 3.630573 0.558615 -3.148014 0.0 0.0 0.0
H 4.116841 2.721590 -2.015504 0.0 0.0 0.0
H 1.742447 2.060289 -0.227460 0.0 0.0 0.0
H 1.787069 3.353427 -1.443778 0.0 0.0 0.0
H 2.844093 3.428065 -0.021175 0.0 0.0 0.0
H 5.959307 2.581504 -0.856338 0.0 0.0 0.0
H 7.584976 1.338363 0.549573 0.0 0.0 -0.1
H 6.967293 -0.914277 1.361091 0.0 -0.1 0.0
H 5.679863 -2.676107 1.375721 0.0 0.1 0.0
H 2.998864 -2.843928 -0.051076 0.0 0.0 -0.1
H 4.107677 -4.167044 0.333301 0.0 0.0 0.0
H 4.554072 -2.957543 -0.887243 0.0 0.0 0.0
H 2.840736 -2.020469 2.253088 -0.1 0.1 0.1
H 4.279333 -1.634514 3.207649 0.0 0.0 0.0
H 3.876540 -3.324480 2.858502 -0.1 0.0 0.0
Cl 0.762887 -3.258855 -3.412980 0.0 0.1 -0.1
C -0.728184 -3.500980 -2.542877 0.0 0.0 0.1
C -1.670902 -4.359463 -3.056439 -0.1 0.0 0.0
C -2.849806 -4.610657 -2.358597 -0.1 -0.1 -0.1
C -3.041440 -3.998473 -1.120952 -0.1 0.0 -0.1
C -2.102753 -3.138046 -0.610547 0.3 0.2 -0.2
Cl -2.392452 -2.390803 0.931572 -0.5 0.2 -0.4
C -0.876684 -2.790440 -1.304097 -0.3 0.0 0.1
N -0.016516 -1.911063 -0.857421 -0.4 -0.3 -0.7
H -1.480684 -4.843781 -4.006484 0.0 0.0 0.0
H -3.606528 -5.267892 -2.766342 0.0 0.0 0.0
H -3.946029 -4.187198 -0.556070 0.0 0.0 0.0
F -2.820915 6.767128 -3.737457 0.0 0.0 0.0
C -2.567275 5.591836 -3.100702 0.1 -0.1 0.1
C -2.899735 4.408996 -3.723813 -0.1 0.1 -0.1
C -2.645937 3.214316 -3.061218 0.0 -0.1 0.3
C -2.046764 3.195054 -1.802386 0.6 -0.1 -0.2
C -1.695496 4.418072 -1.230595 -0.1 -0.1 0.1
C -1.978976 5.625405 -1.850785 -0.1 0.1 -0.1
Sb -1.243904 1.317315 -0.911580 -0.4 0.2 -0.1
C -2.948885 0.294485 -1.773603 0.3 -0.2 0.5
C -2.757499 -0.412605 -2.956568 0.1 0.1 0.0
C -3.805002 -1.079989 -3.577406 -0.1 -0.1 -0.1
C -5.040871 -1.061048 -2.970046 0.0 0.1 0.0
F -6.082073 -1.695162 -3.569588 0.0 0.0 0.0
C -5.262946 -0.403202 -1.777234 -0.1 0.0 0.0
C -4.209990 0.279241 -1.186466 0.1 0.0 -0.1
C -2.037088 1.957453 0.992732 -0.2 -0.1 -0.2
C -3.231666 2.675366 1.076645 0.2 0.0 0.1
C -3.700522 3.132712 2.298564 -0.2 0.1 0.0
C -2.965020 2.861988 3.434340 0.2 -0.1 -0.1
F -3.417399 3.334982 4.623819 0.0 0.0 0.1
C -1.783977 2.150039 3.393838 -0.1 0.2 0.1
C -1.322026 1.708658 2.161088 0.1 -0.1 -0.1
H -3.356822 4.430298 -4.705337 0.0 0.0 0.0
H -2.948378 2.276748 -3.513902 0.1 0.0 -0.1
H -1.218248 4.419191 -0.256044 0.0 0.1 0.0
H -1.757216 6.577006 -1.385043 0.1 0.0 0.0
H -1.774917 -0.448500 -3.415165 0.0 -0.1 0.0
H -3.664828 -1.617606 -4.505010 0.0 -0.1 0.0
H -6.243701 -0.423173 -1.319213 0.0 0.0 0.0
H -4.382817 0.793602 -0.251077 0.0 0.0 0.1
H -3.776056 2.919429 0.173853 -0.1 0.0 0.0
H -4.616830 3.704656 2.375154 0.0 0.0 0.0
H -1.229896 1.958320 4.302852 0.0 0.0 0.0
H -0.391746 1.150703 2.111407 -0.1 -0.1 0.1
N 0.454817 -1.020504 2.036215 -0.1 0.4 -0.3
C 0.223019 -1.622424 3.199920 0.0 -0.1 0.3
C 0.606552 -1.025312 4.434912 -0.1 0.1 -0.1
C 0.360378 -1.646063 5.642318 0.0 -0.1 0.1
C -0.260214 -2.891447 5.699058 -0.1 -0.1 0.1
C -0.653697 -3.495346 4.504196 0.0 0.1 0.1
C -0.433845 -2.885460 3.288838 0.3 0.0 0.0
H 1.102425 -0.061620 4.399455 0.0 0.0 0.0
H 0.651069 -1.153737 6.565873 0.1 0.0 0.0
H -0.433322 -3.382999 6.649446 0.0 0.0 0.0
H -1.147831 -4.461735 4.531537 0.0 0.0 0.0
H -0.734318 -3.361123 2.365462 0.2 0.0 0.2

---

47
Properties=species:S:1:pos:R:3:forces:R:3 method="wB97M-V/def2-TZVPD" total_charge=+2 homo_ev="-15.51 / -16.21" spin_multiplicity=2 homo_lumo_gap_ha="0.253 / 0.252" s_squared=0.8125 de_lowest_kj_mol=25.37
Co -0.086412 -0.020429 -0.649911 0.6 -0.1 0.8
N -0.417802 -1.903649 -0.901678 -0.1 -0.1 0.1
C 0.702975 -2.863078 -1.138122 0.0 0.1 -0.1
C 1.397732 -2.503229 -2.445041 0.0 0.1 0.1
C 2.108397 -1.162150 -2.370901 0.1 -0.2 0.2
N 1.176562 -0.027451 -2.155313 -0.7 0.1 -0.1
H -1.045828 -2.240529 -0.173726 0.1 0.0 0.1
H -0.987084 -1.919191 -1.748460 -0.1 0.0 0.1
H 0.290551 -3.870742 -1.180375 0.0 0.0 0.0
H 1.390155 -2.807617 -0.294272 0.0 0.0 0.0
H 0.674002 -2.522557 -3.267025 0.0 0.0 0.0
H 2.137577 -3.268992 -2.678085 0.0 0.0 0.0
H 2.702480 -0.951841 -3.260099 -0.1 -0.1 -0.1
H 2.803878 -1.175665 -1.528210 0.0 0.1 -0.1
H 0.614701 0.136771 -2.991870 0.0 -0.1 -0.1
H 1.717533 0.837415 -2.037520 0.0 0.1 0.2
O -5.699314 2.265976 -0.537894 0.1 0.0 0.0
C -4.559292 1.611060 -0.660897 -0.1 0.0 0.0
C -4.139712 0.967429 -1.832296 0.1 -0.1 0.0
C -2.923915 0.329889 -1.836472 -0.2 0.1 -0.1
N -2.118800 0.280574 -0.760900 0.0 0.1 -0.7
C -2.545924 0.903058 0.340320 0.0 0.1 0.1
Br -1.282685 0.776732 1.751933 -0.2 -0.1 -0.4
C -3.729443 1.568613 0.468218 0.1 0.0 0.1
H -6.222578 2.277571 -1.351073 0.0 0.0 0.0
H -4.748821 0.977459 -2.725913 0.0 0.0 0.0
H -2.570223 -0.157229 -2.737002 0.0 0.0 0.0
H -4.024570 2.054789 1.386625 0.0 0.0 0.0
F -0.018329 1.849490 -0.806095 0.0 -0.1 0.1
As 1.179476 3.419863 -0.694615 0.1 0.0 -0.1
F -0.268233 4.261678 -0.413478 0.1 0.0 0.1
F 1.284913 2.976435 0.963721 0.0 0.0 0.0
F 2.239014 4.714883 -0.607216 0.0 0.0 0.0
F 2.429430 2.219740 -1.012174 -0.1 0.1 0.0
F 0.923693 3.465223 -2.385116 0.0 0.0 0.0
S 1.776871 -0.128670 0.592799 0.5 0.4 -0.2
C 1.689441 -0.558630 2.224442 -0.1 -0.2 0.1
C 2.677950 0.075094 3.044939 -0.2 -0.3 -0.2
C 2.760340 -0.258816 4.372012 -0.1 -0.1 0.2
C 1.885633 -1.212775 4.903229 -0.1 0.0 -0.2
C 0.909317 -1.845066 4.099644 0.2 0.1 0.4
C 0.800896 -1.526454 2.778431 0.2 0.4 -0.1
H 3.339335 0.814213 2.611546 0.0 0.0 0.0
H 3.495494 0.219094 5.004548 0.0 0.0 0.0
H 1.957778 -1.476911 5.950714 0.0 0.0 0.0
H 0.256262 -2.588465 4.535677 0.0 0.0 0.0
H 0.066580 -2.012912 2.152953 0.0 0.0 0.0

---

In eV/A, the largest force on an atom values for the records above are, in order, 3.1; 8.5; 1.4; 1.1.